No. 1
DFT (ωB97M-V/def2-TZVPD) results for a molecular structure, C43H38ClP2Ti at a distorted geometry.

Computed properties:
charge: +2
2S+1: 2
HOMO-LUMO gap (spin up / spin down): 7.29 / 7.49 eV

```
85
C43H38ClP2Ti ωB97M-V/def2-TZVPD
C 0.469 -1.071 -2.643
C -0.599 -1.455 -1.831
C -1.868 -1.656 -2.410
C -2.045 -1.527 -3.790
C -0.939 -1.302 -4.624
C 0.331 -1.091 -4.025
P -0.205 -1.895 -0.105
C -1.430 -3.162 0.320
C -2.583 -2.750 1.019
C -3.599 -3.664 1.310
C -3.421 -5.025 0.990
C -2.252 -5.447 0.324
C -1.269 -4.512 -0.047
Ti 0.511 -0.079 1.195
P 0.207 1.841 -0.213
C -1.128 1.787 -1.457
C -0.987 2.075 -2.839
C -2.142 2.169 -3.634
C -3.409 1.896 -3.082
C -3.532 1.494 -1.740
C -2.389 1.423 -0.947
C -0.058 3.311 0.837
C 0.902 3.532 1.841
C 0.601 4.399 2.898
C -0.493 5.276 2.802
C -1.325 5.201 1.676
C -1.138 4.208 0.703
C 1.728 2.247 -1.103
C 2.779 1.325 -0.997
C 3.981 1.577 -1.663
C 4.137 2.756 -2.412
C 3.088 3.698 -2.472
C 1.881 3.457 -1.803
C 1.445 -2.690 -0.126
C 1.919 -3.553 -1.132
C 3.189 -4.129 -0.985
C 3.976 -3.878 0.160
C 3.478 -3.032 1.160
C 2.242 -2.392 0.992
H 1.889 3.040 1.785
H 1.237 4.412 3.793
H -0.672 6.006 3.605
H -2.126 5.949 1.578
H -1.786 4.200 -0.175
H -0.011 2.225 -3.309
H -2.064 2.442 -4.705
H -4.309 1.956 -3.702
H -4.507 1.223 -1.302
H -2.472 1.062 0.082
H 2.682 0.428 -0.367
H 4.797 0.848 -1.576
H 5.091 2.941 -2.923
H 3.241 4.624 -3.042
H 1.101 4.223 -1.813
H 1.332 -3.780 -2.029
H 3.605 -4.785 -1.755
H 4.974 -4.327 0.286
H 4.060 -2.842 2.071
H 1.902 -1.654 1.774
H -2.699 -1.709 1.337
H -4.525 -3.301 1.787
H -4.189 -5.745 1.280
H -2.121 -6.513 0.099
H -0.408 -4.836 -0.632
H -2.706 -1.961 -1.780
H -3.062 -1.621 -4.207
H -1.098 -1.230 -5.720
H 1.312 -0.914 -4.501
H 1.471 -0.807 -2.280
H 0.636 1.361 -4.830
H 1.262 1.118 -4.467
Cl -1.336 2.447 4.627
C -0.568 0.954 4.829
C 0.039 0.618 6.036
C 0.832 -0.535 6.152
C 0.877 -1.446 5.104
C 0.210 -1.175 3.905
C -0.462 0.051 3.747
C -1.083 0.349 2.426
H -0.086 1.241 6.904
H 1.339 -0.779 7.092
H 1.395 -2.407 5.211
H 0.158 -1.968 3.113
H -2.063 -0.140 2.219
H -1.140 1.398 2.129
```



No. 2
DFT (ωB97M-V/def2-TZVPD) results for 2 unconnected molecules or ions with the total composition C43H38N3 at a distorted geometry.

Computed properties:
charge: +1
HOMO-LUMO gap: 5.11 eV

```
84
C43H38N3 ωB97M-V/def2-TZVPD
C -0.014 -5.177 -2.542
C 1.390 -4.750 -2.392
C 1.877 -3.456 -2.152
N 3.257 -3.527 -2.231
C 3.665 -4.820 -2.458
C 5.081 -5.193 -2.606
C 2.522 -5.609 -2.542
H -0.057 -6.273 -2.582
H -0.642 -4.848 -1.704
H -0.474 -4.790 -3.465
H 1.328 -2.527 -2.070
H 3.903 -2.748 -2.150
H 5.158 -6.284 -2.639
H 5.520 -4.799 -3.534
H 5.681 -4.825 -1.764
H 2.494 -6.677 -2.722
C -7.004 -1.515 4.165
C -6.712 -2.724 3.519
C -6.024 -2.714 2.308
C -5.625 -1.495 1.744
N -4.933 -1.523 0.499
C -5.676 -1.264 -0.687
C -5.932 0.057 -1.063
C -6.681 0.313 -2.212
C -7.158 -0.750 -2.989
C -6.902 -2.071 -2.602
C -6.169 -2.330 -1.443
C -3.529 -1.430 0.449
C -2.804 -2.454 -0.183
C -1.425 -2.415 -0.201
C -0.713 -1.261 0.232
C 0.704 -1.222 0.087
C 1.472 -0.028 0.213
C 2.776 -0.069 0.787
C 3.503 1.086 0.995
C 3.028 2.317 0.498
N 3.817 3.452 0.600
C 3.605 4.578 -0.248
C 2.819 5.642 0.196
C 2.556 6.706 -0.671
C 3.141 6.738 -1.942
C 4.003 5.710 -2.343
C 4.231 4.622 -1.500
C 4.717 3.621 1.691
C 6.087 3.414 1.503
C 6.964 3.609 2.572
C 6.475 4.052 3.807
C 5.107 4.299 3.974
C 4.223 4.073 2.919
C 1.765 2.380 -0.120
C 0.980 1.245 -0.212
C -1.480 -0.223 0.854
C -2.856 -0.328 0.988
C -5.938 -0.287 2.363
C -6.624 -0.300 3.582
H -7.526 -1.523 5.124
H -7.012 -3.679 3.952
H -5.777 -3.630 1.767
H -5.540 0.862 -0.437
H -6.884 1.346 -2.494
H -7.727 -0.549 -3.899
H -7.267 -2.909 -3.196
H -5.959 -3.345 -1.098
H -3.358 -3.288 -0.616
H -0.854 -3.267 -0.568
H 1.234 -2.173 0.044
H 3.174 -1.033 1.107
H 4.466 1.066 1.507
H 2.404 5.605 1.205
H 1.887 7.502 -0.344
H 2.923 7.564 -2.622
H 4.495 5.742 -3.316
H 4.886 3.795 -1.784
H 6.434 3.090 0.519
H 8.027 3.413 2.429
H 7.161 4.206 4.642
H 4.716 4.667 4.923
H 3.148 4.249 3.016
H 1.403 3.340 -0.486
H -0.025 1.328 -0.626
H -0.985 0.663 1.250
H -3.439 0.457 1.473
H -5.633 0.645 1.883
H -6.853 0.648 4.071
```



No. 3
DFT (ωB97M-V/def2-TZVPD) results for a molecular structure, C43H39BiP2 at a distorted geometry.

Computed properties:
charge: +2
HOMO-LUMO gap: 6.68 eV

```
85
C43H39BiP2 ωB97M-V/def2-TZVPD
C -2.740 0.966 0.184
C -1.709 1.699 0.781
C -1.538 3.054 0.468
C -2.445 3.701 -0.359
C -3.518 2.983 -0.882
C -3.691 1.625 -0.572
P -0.481 0.797 1.790
C 0.141 2.040 2.996
C 1.359 2.684 2.725
C 1.828 3.668 3.597
C 1.029 4.077 4.674
C -0.184 3.429 4.936
C -0.609 2.377 4.127
Bi 1.313 -0.050 0.057
P 0.411 -0.519 -2.342
C 0.028 1.152 -3.004
C -1.232 1.417 -3.557
C -1.585 2.712 -3.926
C -0.686 3.766 -3.690
C 0.549 3.523 -3.070
C 0.909 2.215 -2.753
C 1.707 -1.248 -3.389
C 2.118 -2.582 -3.157
C 3.288 -3.078 -3.742
C 4.025 -2.270 -4.628
C 3.620 -0.949 -4.855
C 2.487 -0.427 -4.223
C -1.020 -1.620 -2.492
C -1.599 -2.246 -1.375
C -2.740 -3.030 -1.535
C -3.286 -3.216 -2.815
C -2.667 -2.650 -3.939
C -1.539 -1.848 -3.771
C -1.474 -0.394 2.753
C -2.838 -0.175 2.974
C -3.595 -1.118 3.666
C -3.007 -2.298 4.124
C -1.646 -2.517 3.898
C -0.869 -1.564 3.245
H 1.525 -3.212 -2.490
H 3.629 -4.099 -3.514
H 4.912 -2.670 -5.125
H 4.190 -0.305 -5.529
H 2.208 0.624 -4.350
H -1.942 0.608 -3.693
H -2.562 2.901 -4.388
H -0.958 4.788 -3.996
H 1.227 4.357 -2.854
H 1.867 2.022 -2.278
H -1.149 -2.097 -0.395
H -3.210 -3.508 -0.669
H -4.194 -3.817 -2.936
H -3.062 -2.828 -4.943
H -1.062 -1.378 -4.627
H -3.317 0.720 2.576
H -4.653 -0.923 3.824
H -3.609 -3.038 4.652
H -1.188 -3.441 4.241
H 0.199 -1.722 3.088
H 1.903 2.400 1.819
H 2.802 4.130 3.424
H 1.351 4.904 5.312
H -0.816 3.732 5.765
H -1.536 1.844 4.335
H -0.695 3.585 0.891
H -2.314 4.758 -0.593
H -4.219 3.466 -1.558
H -4.551 1.026 -0.894
H -2.857 -0.106 0.345
H -4.089 1.847 -3.158
H -3.914 1.230 -2.764
C 2.068 -2.064 0.963
C 3.115 -1.968 2.020
C 4.115 -2.959 1.962
C 5.023 -3.098 3.013
C 5.090 -2.107 4.017
C 4.085 -1.129 4.082
C 3.095 -1.058 3.098
H 2.337 -2.621 0.068
H 1.073 -2.337 1.333
H 4.064 -3.683 1.131
H 5.659 -3.993 3.053
H 5.929 -2.083 4.725
H 4.044 -0.437 4.927
H 2.270 -0.346 3.176
```



No. 4
DFT (ωB97M-V/def2-TZVPD) results for a molecular structure, C43H39Br2GeIN6O4STi at a distorted geometry.

Computed properties:
charge: -2
2S+1: 3
HOMO-LUMO gap (spin up / spin down): 4.19 / 5.70 eV

```
98
C43H39Br2GeIN6O4STi ωB97M-V/def2-TZVPD
Ti -0.224 0.549 -0.326
C -1.242 2.201 3.523
C -0.494 0.907 3.691
N -0.481 0.368 4.916
C 0.205 -0.764 5.087
C 0.940 -1.398 4.111
C 1.788 -2.584 4.470
O 3.197 -2.324 4.411
C 0.943 -0.849 2.797
C 1.770 -1.361 1.770
N 2.051 -0.673 0.655
C 3.117 -1.011 -0.107
C 3.822 -2.241 -0.079
C 4.958 -2.444 -0.838
C 5.466 -1.443 -1.661
C 4.808 -0.217 -1.709
C 3.671 -0.024 -0.959
I 2.699 1.847 -0.956
C 0.137 0.315 2.592
O 0.003 0.831 1.381
H -1.974 2.302 4.322
H -0.558 3.051 3.578
H -1.737 2.227 2.550
H 0.170 -1.170 6.097
H 1.599 -2.867 5.507
H 1.540 -3.441 3.834
H 3.367 -1.863 3.581
H 2.287 -2.304 1.965
H 3.452 -3.046 0.544
H 5.462 -3.404 -0.793
H 6.356 -1.606 -2.256
H 5.174 0.577 -2.348
Br -0.637 7.365 2.562
C -0.296 5.666 1.737
C 0.872 4.982 2.075
C 1.051 3.761 1.430
N 0.229 3.251 0.538
C -0.922 3.912 0.226
C -1.199 5.168 0.848
C -1.767 3.300 -0.734
C -2.869 4.007 -1.302
C -3.582 3.453 -2.308
Br -5.015 4.413 -3.122
C -3.276 2.156 -2.780
C -2.249 1.504 -2.152
N -1.488 2.000 -1.160
H 1.591 5.367 2.781
H 1.937 3.171 1.651
H -2.105 5.715 0.637
H -3.114 4.995 -0.945
H -3.831 1.696 -3.583
H -2.010 0.500 -2.477
O -1.555 -2.549 -2.039
S -0.117 -2.575 -1.863
O 0.559 -3.380 -2.861
N 0.463 -1.039 -1.809
C 1.278 -0.770 -2.935
C 2.267 -1.617 -3.417
C 2.942 -1.373 -4.615
C 2.664 -0.277 -5.387
C 1.722 0.654 -4.919
C 1.387 1.826 -5.631
C 0.511 2.722 -5.083
C -0.022 2.448 -3.815
N 0.229 1.350 -3.148
C 1.061 0.435 -3.677
C 0.146 -3.543 -0.360
C 0.971 -4.651 -0.485
C 1.030 -5.591 0.535
C 0.253 -5.432 1.673
C -0.552 -4.309 1.806
C -0.598 -3.362 0.795
H 2.529 -2.491 -2.851
H 3.715 -2.068 -4.923
H 3.173 -0.101 -6.328
H 1.831 2.004 -6.604
H 0.235 3.635 -5.594
H -0.681 3.161 -3.327
H 1.543 -4.775 -1.395
H 1.663 -6.463 0.425
H 0.265 -6.194 2.444
H -1.154 -4.166 2.695
H -1.220 -2.477 0.880
C -4.832 -1.644 0.555
Ge -3.541 -0.205 1.086
C -4.508 1.518 0.784
C -3.451 -0.403 3.071
C -1.951 -0.352 0.030
H -5.869 -1.339 0.714
H -4.653 -2.551 1.137
H -4.707 -1.898 -0.499
H -5.347 1.630 1.474
H -4.884 1.571 -0.239
H -3.818 2.350 0.931
H -4.355 -0.908 3.421
H -3.391 0.567 3.563
H -2.583 -0.986 3.380
H -2.248 -0.902 -0.867
```



No. 5
DFT (ωB97M-V/def2-TZVPD) results for 7 unconnected molecules or ions with the total composition C43H39BrF6N2 at a distorted geometry.

Computed properties:
structure (SMILES): C[C@H](Br)C[C@H](C#N)CC#N.Fc1ccccc1.Fc1ccccc1.Fc1ccccc1.Fc1ccccc1.Fc1ccccc1.Fc1ccccc1
HOMO-LUMO gap: 9.66 eV

```
91
C43H39BrF6N2 ωB97M-V/def2-TZVPD
C 4.405 1.233 5.092
C 4.174 2.446 5.996
Br 4.291 1.908 7.860
C 2.958 3.307 5.654
C 1.534 2.817 5.973
C 1.131 3.025 7.373
N 1.033 3.025 8.519
C 1.172 1.395 5.481
C 1.437 0.292 6.400
N 1.741 -0.585 7.076
H 3.931 0.334 5.483
H 5.477 1.037 5.082
H 4.087 1.417 4.072
H 5.034 3.095 5.850
H 3.092 4.276 6.132
H 2.982 3.462 4.573
H 0.876 3.471 5.396
H 1.642 1.208 4.516
H 0.096 1.393 5.291
F 2.996 0.970 2.399
C 2.064 0.327 1.650
C 1.481 1.002 0.600
C 0.521 0.348 -0.159
C 0.162 -0.959 0.142
C 0.766 -1.618 1.208
C 1.730 -0.972 1.971
H 1.771 2.023 0.389
H 0.052 0.863 -0.988
H -0.585 -1.461 -0.448
H 0.487 -2.635 1.446
H 2.217 -1.465 2.803
F -2.494 -0.305 -1.134
C -2.755 0.199 -2.361
C -3.964 0.820 -2.598
C -4.206 1.328 -3.867
C -3.253 1.199 -4.870
C -2.047 0.562 -4.605
C -1.791 0.062 -3.338
H -4.695 0.900 -1.804
H -5.146 1.824 -4.073
H -3.452 1.592 -5.858
H -1.310 0.448 -5.379
H -0.857 -0.433 -3.107
F 1.069 5.498 3.840
C -0.021 5.169 3.113
C -1.023 6.105 2.955
C -2.142 5.760 2.211
C -2.250 4.495 1.648
C -1.232 3.569 1.825
C -0.103 3.908 2.559
H -0.923 7.081 3.409
H -2.934 6.483 2.072
H -3.127 4.232 1.072
H -1.311 2.580 1.393
H 0.706 3.200 2.701
F 0.779 0.270 -5.676
C 1.744 -0.171 -6.517
C 1.386 -0.992 -7.566
C 2.379 -1.441 -8.425
C 3.701 -1.072 -8.220
C 4.034 -0.247 -7.154
C 3.049 0.215 -6.292
H 0.350 -1.272 -7.702
H 2.117 -2.082 -9.256
H 4.472 -1.427 -8.890
H 5.064 0.039 -6.990
H 3.284 0.863 -5.458
F -6.395 -4.376 -0.765
C -5.847 -3.679 0.251
C -6.380 -3.816 1.517
C -5.810 -3.100 2.560
C -4.730 -2.259 2.324
C -4.215 -2.136 1.041
C -4.772 -2.853 -0.009
H -7.225 -4.472 1.677
H -6.211 -3.199 3.560
H -4.291 -1.700 3.140
H -3.377 -1.481 0.851
H -4.380 -2.777 -1.015
F 0.116 -3.720 -0.838
C 0.717 -4.286 -1.907
C 1.161 -5.589 -1.814
C 1.776 -6.160 -2.920
C 1.944 -5.426 -4.086
C 1.491 -4.115 -4.152
C 0.868 -3.536 -3.055
H 1.026 -6.141 -0.894
H 2.125 -7.182 -2.868
H 2.427 -5.875 -4.943
H 1.624 -3.538 -5.058
H 0.503 -2.518 -3.085
```



Copy entry 3 word for word.
DFT (ωB97M-V/def2-TZVPD) results for a molecular structure, C43H39BiP2 at a distorted geometry.

Computed properties:
charge: +2
HOMO-LUMO gap: 6.68 eV

```
85
C43H39BiP2 ωB97M-V/def2-TZVPD
C -2.740 0.966 0.184
C -1.709 1.699 0.781
C -1.538 3.054 0.468
C -2.445 3.701 -0.359
C -3.518 2.983 -0.882
C -3.691 1.625 -0.572
P -0.481 0.797 1.790
C 0.141 2.040 2.996
C 1.359 2.684 2.725
C 1.828 3.668 3.597
C 1.029 4.077 4.674
C -0.184 3.429 4.936
C -0.609 2.377 4.127
Bi 1.313 -0.050 0.057
P 0.411 -0.519 -2.342
C 0.028 1.152 -3.004
C -1.232 1.417 -3.557
C -1.585 2.712 -3.926
C -0.686 3.766 -3.690
C 0.549 3.523 -3.070
C 0.909 2.215 -2.753
C 1.707 -1.248 -3.389
C 2.118 -2.582 -3.157
C 3.288 -3.078 -3.742
C 4.025 -2.270 -4.628
C 3.620 -0.949 -4.855
C 2.487 -0.427 -4.223
C -1.020 -1.620 -2.492
C -1.599 -2.246 -1.375
C -2.740 -3.030 -1.535
C -3.286 -3.216 -2.815
C -2.667 -2.650 -3.939
C -1.539 -1.848 -3.771
C -1.474 -0.394 2.753
C -2.838 -0.175 2.974
C -3.595 -1.118 3.666
C -3.007 -2.298 4.124
C -1.646 -2.517 3.898
C -0.869 -1.564 3.245
H 1.525 -3.212 -2.490
H 3.629 -4.099 -3.514
H 4.912 -2.670 -5.125
H 4.190 -0.305 -5.529
H 2.208 0.624 -4.350
H -1.942 0.608 -3.693
H -2.562 2.901 -4.388
H -0.958 4.788 -3.996
H 1.227 4.357 -2.854
H 1.867 2.022 -2.278
H -1.149 -2.097 -0.395
H -3.210 -3.508 -0.669
H -4.194 -3.817 -2.936
H -3.062 -2.828 -4.943
H -1.062 -1.378 -4.627
H -3.317 0.720 2.576
H -4.653 -0.923 3.824
H -3.609 -3.038 4.652
H -1.188 -3.441 4.241
H 0.199 -1.722 3.088
H 1.903 2.400 1.819
H 2.802 4.130 3.424
H 1.351 4.904 5.312
H -0.816 3.732 5.765
H -1.536 1.844 4.335
H -0.695 3.585 0.891
H -2.314 4.758 -0.593
H -4.219 3.466 -1.558
H -4.551 1.026 -0.894
H -2.857 -0.106 0.345
H -4.089 1.847 -3.158
H -3.914 1.230 -2.764
C 2.068 -2.064 0.963
C 3.115 -1.968 2.020
C 4.115 -2.959 1.962
C 5.023 -3.098 3.013
C 5.090 -2.107 4.017
C 4.085 -1.129 4.082
C 3.095 -1.058 3.098
H 2.337 -2.621 0.068
H 1.073 -2.337 1.333
H 4.064 -3.683 1.131
H 5.659 -3.993 3.053
H 5.929 -2.083 4.725
H 4.044 -0.437 4.927
H 2.270 -0.346 3.176
```